The following is a quantum chemistry calculation of C18H70LiN2O16 as an isolated structure, from OMol25.

Properties
Net charge ... +1
Frontier orbital gap ... 7.849 eV
M ... 577.70 g/mol
E ... -2048.4133 a.u.
Spin multiplicity ... 1

Each line ends with the Mulliken charge.
Element x y z (Å)
Li -0.13 -0.75 0.48  0.685
C -0.97 2.62 3.02  0.101
C -1.73 3.65 3.93  -0.707
O -1.00 4.83 3.97  -0.508
H -0.40 1.89 3.59  0.174
H -0.35 3.13 2.29  -0.087
H -1.72 2.00 2.52  -0.057
H -1.73 3.23 4.94  0.343
H -2.79 3.69 3.66  0.401
H -1.67 5.47 4.22  0.312
C -2.30 3.05 -2.19  -0.941
C -3.37 3.67 -1.28  0.031
O -2.98 4.85 -0.58  -0.515
H -2.76 2.34 -2.87  0.524
H -1.55 2.46 -1.65  -0.080
H -1.83 3.81 -2.81  0.370
H -3.71 2.93 -0.56  0.028
H -4.20 3.83 -1.97  0.336
H -2.07 4.93 -0.87  0.379
C 2.57 -3.96 1.21  -0.368
C 3.69 -4.99 0.97  -0.376
O 3.25 -6.09 1.79  -0.551
H 2.59 -3.13 0.51  -0.043
H 2.45 -3.72 2.26  0.383
H 1.61 -4.47 1.15  0.149
H 4.67 -4.67 1.31  0.280
H 3.82 -5.19 -0.10  0.302
H 3.89 -6.80 1.69  0.305
C -4.36 0.34 1.26  -0.446
C -5.33 -0.79 1.08  -0.700
O -4.76 -1.80 0.24  -0.439
H -3.30 0.11 1.24  0.081
H -4.64 0.94 2.13  0.415
H -4.64 1.07 0.50  0.186
H -6.37 -0.53 0.90  0.338
H -5.43 -1.31 2.04  0.280
H -4.72 -1.42 -0.64  0.290
C 4.76 -2.86 -1.70  -0.855
C 5.79 -2.49 -0.63  -0.099
O 7.05 -2.50 -1.26  -0.531
H 3.83 -2.92 -1.13  0.133
H 4.68 -3.87 -2.11  0.359
H 4.61 -2.16 -2.52  0.342
H 5.76 -3.34 0.06  0.063
H 5.48 -1.53 -0.23  0.217
H 7.20 -1.67 -1.72  0.323
O 0.22 1.15 0.13  -0.200
H 0.82 1.58 0.73  0.008
H 0.57 1.35 -0.74  0.220
O -1.88 -1.25 -0.16  0.289
H -2.36 -2.00 0.18  0.061
H -2.22 -1.12 -1.05  0.070
O 1.93 -3.00 -3.10  -0.490
H 2.77 -2.98 -3.56  0.211
H 1.33 -3.41 -3.72  0.303
O 3.71 -0.36 3.10  -0.570
H 4.66 -0.44 3.20  0.297
H 3.58 0.56 2.88  0.284
O 1.15 -1.48 -1.17  -0.284
H 1.21 -2.01 -1.97  0.206
H 1.88 -0.86 -1.24  0.124
O -1.91 -3.38 1.86  -0.539
H -2.55 -2.99 2.46  0.263
H -1.40 -3.97 2.42  0.269
O 0.92 -0.80 2.18  -0.559
H 1.87 -0.84 2.11  0.206
H 0.74 -0.02 2.70  0.195
O 2.00 1.82 -1.81  -0.516
H 2.72 2.38 -1.52  0.249
H 2.31 1.45 -2.64  0.242
O 2.06 2.12 2.06  -0.610
H 2.01 2.37 2.99  0.303
H 2.83 2.60 1.73  0.247
C -2.77 -4.48 -3.63  -1.411
C -1.44 -4.74 -2.85  0.813
C -1.47 -5.86 -1.81  -0.838
O -0.15 -6.11 -1.36  -0.246
C -0.11 -7.13 -0.44  -0.846
N -0.32 -4.56 -3.77  -0.707
H -2.85 -4.94 -4.62  0.396
H -2.84 -3.42 -3.86  0.335
H -3.63 -4.80 -3.04  0.392
H -1.49 -3.88 -2.17  -0.289
H -1.95 -6.68 -2.34  0.391
H -2.16 -5.45 -1.07  0.330
H -0.56 -6.87 0.52  0.301
H 0.86 -7.39 -0.02  0.276
H -0.58 -8.06 -0.78  0.347
H 0.45 -4.68 -3.14  0.502
H -0.30 -5.37 -4.37  0.205
C -0.11 8.81 1.35  -1.474
C -0.30 7.87 0.19  0.141
C 0.06 6.43 0.44  -0.366
O -0.38 5.64 -0.66  -0.595
C 0.24 4.37 -0.69  -0.844
N -1.72 7.93 -0.14  -0.720
H -0.86 8.69 2.14  0.323
H -0.27 9.85 1.08  0.370
H 0.84 8.76 1.87  0.367
H 0.23 8.28 -0.67  0.303
H -0.48 6.03 1.30  0.157
H 1.12 6.39 0.67  0.518
H 0.20 4.01 -1.72  0.380
H -0.29 3.63 -0.08  0.274
H 1.30 4.50 -0.48  0.509
H -2.19 7.78 0.74  0.317
H -1.93 7.13 -0.73  0.285